ORCA calculation (ωB97M-V/def2-TZVPD) on 2 unconnected molecules or ions with the total composition C17H21N3O6.

The geometry in ORCA input format:
```
! wB97M-V def2-TZVPD RIJCOSX def2/J DEFGRID3
* xyz 0 1
O -1.8859 -1.6599 -2.8328
O 2.4690 0.0394 3.2364
O 4.1007 -1.6713 -0.5849
O -4.3543 4.0221 -1.8277
O -0.9326 0.9583 -3.0580
O -4.7666 -0.5331 -0.5615
C -2.2342 -1.1879 -1.7497
C 2.0136 0.8688 2.4623
C 3.6964 -0.9811 0.3489
C -0.9597 -3.3703 0.8133
C -1.4376 -2.2547 1.6026
C -1.2373 -3.0873 -0.4984
C -1.9867 -1.3470 0.7345
C -2.6273 2.4890 -2.4239
C -4.5468 1.7385 -1.1888
C -3.8441 2.7613 -1.8115
C -2.1123 1.1967 -2.4160
C -4.0333 0.4438 -1.1655
C -2.8006 0.1639 -1.7671
N -1.8728 -1.8428 -0.5692
N 4.5359 -0.5241 1.2865
N 1.9120 0.6638 1.1513
C 1.5599 2.2157 2.9740
C 5.9806 -0.7462 1.2893
C 1.5076 -0.5157 -0.9215
C 2.1940 -0.5973 0.4505
H -3.7767 4.5942 -2.3559
H -0.8945 0.0044 -3.2787
H -5.6355 -0.1787 -0.3147
H -0.4673 -4.2628 1.1912
H -1.3710 -2.1575 2.6833
H -0.9969 -3.7190 -1.3506
H -2.4321 -0.3973 1.0164
H -2.0661 3.2680 -2.9260
H -5.4994 1.9751 -0.7290
H 4.1181 -0.0665 2.0878
H 1.5462 1.4157 0.5916
H 1.7245 2.2580 4.0502
H 2.1335 3.0023 2.4875
H 0.4995 2.3434 2.7636
H 6.4039 -0.4338 0.3327
H 6.1882 -1.8081 1.4309
H 6.4480 -0.1771 2.0936
H 1.5581 -1.4881 -1.4140
H 2.0070 0.2251 -1.5474
H 0.4611 -0.2404 -0.7984
H 1.7137 -1.3998 1.0131
*
```

Its structure (SMILES) is O=C(c1c(O)cc(O)cc1O)n1cccc1.CNC(=O)[C@H](C)NC(C)=O. For the energy, the calculation gives -34726.045 eV. The calculation puts the molar mass at 363.37 g/mol. The largest force on an atom comes out at 2.25 eV/A. For the energy relative to the best compared isomer or geometry (same formula, charge and spin), the calculation gives 17.74 kcal/mol. For the HOMO-LUMO gap, the calculation gives 9.1 eV. For the highest occupied orbital energy, the calculation gives -8.89 eV.